The following is a quantum chemistry calculation of an isolated ion of composition C2H6N7O4 and charge +1 at a distorted geometry, from the Open Molecules 2025 dataset.

Structure (XYZ):
```
19
Properties=species:S:1:pos:R:3
C -0.032 -1.056 0.602
C -1.756 0.021 0.298
N -1.021 1.267 0.450
N 0.891 -0.049 0.389
N 0.307 1.162 0.094
N 0.252 -2.239 1.058
N 2.108 0.121 1.260
N 0.685 1.578 -1.321
N -1.880 -0.171 -1.197
O 2.447 -0.926 1.699
O 2.615 1.171 1.133
O -0.193 2.199 -1.873
O 1.675 1.013 -1.630
H -1.243 1.895 1.290
H -0.538 -2.985 1.235
H 1.280 -2.474 1.211
H -1.107 -0.745 -1.549
H -1.751 0.787 -1.550
H -2.740 -0.569 -1.598
```

Computed properties:
Spin multiplicity ... 1
Energy relative to the best compared isomer or geometry (same formula, charge and spin) ... 99.2 kcal per mole
Total charge ... +1
HOMO-LUMO gap ... 8.54 eV
Maximum force ... 0.0723 hartree/bohr